C39H61F7O27 | ωB97M-V/def2-TZVPD

Structure (XYZ):
```
134
Properties=species:S:1:pos:R:3:mulliken_charge:R:1
C -1.0498 -5.3317 4.0688 -0.496
C -0.6665 -4.6618 5.4121 0.248
O -0.7392 -3.3094 5.0650 -0.323
C -0.5038 -3.1910 3.7417 0.290
O -0.3167 -2.1423 3.1691 0.011
O -0.6565 -4.3321 3.1283 -0.201
F 0.6018 -4.9922 5.7725 -0.299
H -2.0994 -5.6007 3.9828 0.216
H -0.4204 -6.2115 3.9452 0.318
H -1.3602 -4.9042 6.2132 0.321
C -1.1102 -0.9228 0.0835 -0.005
C -0.1739 0.0311 0.8845 0.769
O -0.1437 1.1870 0.0103 0.116
C -0.5358 0.8056 -1.2045 -0.054
O -0.5948 1.5241 -2.1705 -0.045
O -0.8518 -0.4635 -1.2142 0.399
F 1.0819 -0.4245 1.0283 -0.093
H -2.1808 -0.7376 0.1864 -0.352
H -0.8729 -1.9783 0.1959 0.331
H -0.5886 0.3589 1.8353 -0.655
C -0.8132 2.2030 -5.1058 0.812
C 0.4347 1.5914 -5.6872 0.302
O 0.3441 1.7803 -7.0829 -0.356
C -0.5546 2.7038 -7.3290 0.471
O -0.7887 3.1468 -8.4143 -0.544
O -1.2743 3.0218 -6.1965 -0.418
F 0.4689 0.3029 -5.2451 -0.180
H -0.5870 2.8635 -4.2749 -0.431
H -1.5458 1.4445 -4.8345 0.043
H 1.3542 2.0587 -5.3304 0.249
C 0.8573 -2.2953 -3.6651 0.364
C 0.7811 -3.7712 -4.0157 0.731
O 2.0951 -4.1820 -3.6798 -0.358
C 2.9090 -3.1040 -3.7563 0.480
O 4.0938 -3.1667 -3.6206 -0.575
O 2.2228 -1.9635 -3.7934 -0.270
F 0.4751 -3.9228 -5.3464 -0.379
H 0.6416 -2.1474 -2.6035 -0.581
H 0.1876 -1.6343 -4.2067 0.432
H 0.0733 -4.4011 -3.4828 0.129
C -4.5282 -2.9405 1.2215 -0.062
C -4.6972 -3.7152 2.5211 0.270
O -4.6863 -2.7195 3.5154 -0.354
C -4.1371 -1.5718 2.9942 0.382
O -3.9470 -0.5671 3.5828 -0.486
O -3.8325 -1.7916 1.6924 -0.011
F -3.6397 -4.5566 2.6711 -0.230
H -5.4737 -2.5974 0.7931 0.285
H -4.0211 -3.4558 0.4095 -0.150
H -5.6002 -4.3266 2.5136 0.272
C -3.1495 -4.9323 -4.3408 -0.335
C -3.6277 -5.8965 -3.2558 0.296
O -3.3241 -5.2013 -2.0543 -0.279
C -3.0205 -3.9127 -2.3400 0.309
O -2.7094 -3.1183 -1.5099 -0.080
O -3.1971 -3.7165 -3.6457 -0.315
F -2.9071 -7.0456 -3.2551 -0.306
H -3.8418 -4.9247 -5.1796 0.280
H -2.1162 -5.1072 -4.6474 0.178
H -4.6725 -6.1683 -3.4146 0.288
C 3.3178 -3.1504 0.2768 -0.411
C 2.9055 -4.0341 1.4345 0.332
O 1.7071 -4.6441 0.9529 -0.336
C 1.3104 -4.0404 -0.1764 0.293
O 0.3163 -4.2783 -0.8078 -0.487
O 2.1737 -3.0990 -0.5258 0.135
F 2.6573 -3.3188 2.5738 -0.254
H 4.1314 -3.5238 -0.3456 0.300
H 3.5628 -2.1589 0.6586 0.115
H 3.6413 -4.7440 1.8109 0.283
C 3.6509 0.4893 -1.1626 0.823
C 3.1577 1.5767 -2.1098 0.575
C 4.4577 2.4170 -2.3489 -0.490
O 5.4970 1.4494 -2.2215 -0.502
C 5.0669 0.2330 -1.6435 -0.641
H 3.0542 -0.4217 -1.1339 -0.501
H 3.7718 0.9254 -0.1669 -0.080
H 2.2620 2.0048 -1.6562 -0.433
H 2.8309 1.1506 -3.0618 0.074
H 4.5306 3.2320 -1.6255 0.256
H 4.4261 2.8353 -3.3543 0.344
H 5.7639 -0.0660 -0.8606 0.344
H 4.9999 -0.5247 -2.4318 0.287
C 0.4670 6.4437 -0.8868 -0.533
C 1.3345 5.5287 -1.7854 -0.537
C 0.3722 4.4235 -2.1626 0.606
O -0.9121 4.9573 -2.0032 -0.509
C -0.9332 5.8547 -0.8934 -0.105
H 0.2968 7.4478 -1.2783 0.249
H 0.8597 6.4796 0.1302 0.149
H 2.3363 5.2713 -1.4490 0.348
H 1.4598 6.1418 -2.6824 0.349
H 0.4254 3.5696 -1.4806 -0.622
H 0.7127 4.0783 -3.1394 0.178
H -0.9918 5.3280 0.0692 -0.120
H -1.7375 6.5836 -0.9314 0.449
C 2.5008 4.0574 2.5658 -0.231
C 3.4311 3.9617 3.7532 -0.740
C 3.7299 2.4699 3.7448 -0.159
O 3.8661 2.1932 2.3732 -0.490
C 3.0002 3.0048 1.5563 0.717
H 2.4472 5.0348 2.0813 0.384
H 1.4872 3.8987 2.9456 -0.042
H 3.0010 4.3480 4.6773 0.352
H 4.3383 4.5320 3.5438 0.340
H 2.9567 1.8267 4.1804 -0.062
H 4.6725 2.2433 4.2453 0.347
H 2.1590 2.4062 1.2043 -0.457
H 3.4912 3.5485 0.7506 0.034
C -0.2609 1.5738 4.3844 0.916
C 0.0947 2.6590 5.3757 -0.446
C -0.4198 2.1422 6.7309 -0.596
O -0.8338 0.7856 6.4629 -0.470
C -0.1011 0.3793 5.2983 -0.035
H 0.3643 1.5423 3.4930 -0.191
H -1.3287 1.6479 4.1717 -0.211
H -0.3272 3.6507 5.2139 0.425
H 1.1844 2.7336 5.4165 -0.022
H -1.3021 2.7209 7.0227 0.273
H 0.1897 2.2805 7.6275 0.336
H -0.5305 -0.5569 4.9505 -0.282
H 0.9393 0.1626 5.5666 0.258
C -4.4038 0.2759 -2.5495 -0.383
O -3.2085 0.5385 -3.2552 -0.446
H -4.2011 0.1474 -1.4834 -0.012
H -5.1350 1.0760 -2.6854 0.274
H -4.8555 -0.6582 -2.8893 0.185
H -2.5441 0.8933 -2.6555 0.102
C -3.0119 2.4686 1.6794 -0.156
O -3.4105 2.0045 0.3906 -0.433
H -2.1913 3.1897 1.6150 0.075
H -3.8267 3.0920 2.0601 0.515
H -2.7634 1.6523 2.3515 -0.226
H -3.1457 2.6905 -0.2305 0.264
```

Its total charge is 0. The calculated total energy is -4253.187348 a.u. For the orbital gap, the calculation gives 9.40 eV. The max |F| comes out at 3.066 eV/A. As for the LUMO energy: 0.095 eV. The HOMO energy is -9.31 eV.

H8O4Rb | ωB97M-V/def2-TZVPD

Structure (XYZ):
```
13
Properties=species:S:1:pos:R:3:nbo_charge:R:1
Rb 1.7861 -1.1557 -1.0173 0.998
O -0.8661 -3.1794 1.1750 -0.959
H -1.1945 -3.4808 2.0221 0.487
H -1.4370 -3.6008 0.5326 0.473
O 2.7755 0.7240 2.4034 -0.956
H 3.2868 1.4428 2.0317 0.475
H 2.2097 1.1423 3.0523 0.482
O -1.9262 -0.0563 -2.0534 -0.964
H -2.5935 -0.3733 -1.4448 0.481
H -2.2651 -0.2816 -2.9198 0.483
O 0.4452 2.8159 -1.2672 -0.956
H 0.1288 3.7126 -1.1575 0.483
H -0.3497 2.2902 -1.3572 0.474
```

The energy above the lowest of the compared OMol25 structures with the same formula, charge and spin is 92.3 kJ/mol. Its total charge is +1. The calculated total energy is -329.650283 a.u. For the orbital gap, the calculation gives 10.81 eV. The max |F| comes out at 0.543 eV/A. As for the LUMO energy: -3.627 eV. The HOMO energy is -14.44 eV.

C6H9F | ωB97M-V/def2-TZVPD

Structure (XYZ):
```
16
Properties=species:S:1:pos:R:3:nbo_charge:R:1
C -0.7542 0.4082 0.4200 -0.359
C 0.6948 0.4668 -0.2617 -0.201
C -1.8302 0.0058 -0.3282 0.262
C 0.3474 -0.6686 0.5873 -0.032
C 1.4236 1.6963 0.1011 -0.610
C 0.1763 -2.1388 0.0960 -0.659
F -3.0379 0.4110 -0.0188 -0.319
H -0.8718 1.2697 1.1782 0.256
H 0.6264 0.2957 -1.3680 0.188
H -1.9075 -0.8507 -1.1173 0.173
H 1.5655 1.9619 1.2470 0.224
H 0.7852 2.5524 -0.2854 0.210
H 2.3105 1.8500 -0.4065 0.226
H 1.0988 -2.6541 0.4248 0.232
H -0.0328 -2.0535 -0.9449 0.193
H -0.5940 -2.5522 0.6765 0.217
```

The energy above the lowest of the compared OMol25 structures with the same formula, charge and spin is 425.9 kJ/mol. Its total charge is 0. The calculated total energy is -333.694157 a.u. For the orbital gap (spin up / spin down), the calculation gives 7.28 / 8.21 eV. The max |F| comes out at 4.643 eV/A. As for the LUMO energy (spin up / spin down): 0.239 / 0.608 eV. The HOMO energy (spin up / spin down) is -7.04 / -7.60 eV.

C7H18N5OP | ωB97M-V/def2-TZVPD

Structure (XYZ):
```
32
Properties=species:S:1:pos:R:3:nbo_charge:R:1
C 0.3747 0.3694 -1.9007 0.668
C 0.7352 0.4944 0.5578 0.712
C -3.2221 0.6477 -0.3256 -0.618
C 1.2383 0.7466 2.9617 -0.456
C 2.6054 1.7856 1.3060 -0.419
C 0.2394 -3.2477 -0.9415 -0.320
C -2.9281 -0.8439 -0.2532 -0.779
N -0.4476 -0.5751 -1.8874 -0.909
N -0.3687 -0.3331 0.7403 -0.934
N 0.8723 0.9346 -0.7479 -0.596
N 1.4944 0.9059 1.5685 -0.311
N 0.6496 1.1191 -2.9822 -0.760
O -1.0105 -2.6400 -0.6036 -0.765
P -1.1696 -1.1079 -0.5564 2.234
H -2.5911 1.0585 0.4687 0.199
H -2.7152 1.0989 -1.1314 0.216
H -4.2715 1.0148 -0.2332 0.285
H 2.2972 0.6504 3.4169 0.262
H 1.0604 1.8519 3.2374 0.271
H 0.7262 -0.1977 3.1986 0.247
H 3.4839 1.2967 1.0925 0.244
H 2.4414 2.4952 0.4816 0.216
H 2.7871 2.2418 2.2655 0.247
H 0.3119 -4.2911 -0.6062 0.251
H 1.2137 -3.0063 -0.4329 0.211
H 0.3143 -3.1909 -2.0550 0.228
H -3.5072 -1.4508 -1.0682 0.306
H -3.1647 -1.3966 0.6521 0.285
H -0.5407 -0.5270 1.7336 0.459
H 1.4164 1.6950 -0.9671 0.427
H 0.1537 0.7483 -3.8607 0.458
H 1.5215 1.6535 -3.1281 0.437
```

Its total charge is +2. The calculated total energy is -967.330092 a.u. For the orbital gap, the calculation gives 10.81 eV. Its structure (SMILES) is CC[P@@]1(OC)=NC(=[NH2+])NC(=[N+](C)C)N1. The max |F| comes out at 4.171 eV/A. As for the LUMO energy: -7.071 eV. The HOMO energy is -17.88 eV.